1.
100
Properties=species:S:1:pos:R:3:forces:R:3 method="wB97M-V/def2-TZVPD" s2=1.19 charge=+1 e_tot_ha=-4718.29593 e_above_lowest_kcal_mol=0.0 multiplicity=2
Mn -0.75069 -0.59488 0.06707 -0.1 -0.2 0.0
Te 3.62588 0.56437 1.29511 0.2 0.1 0.2
C 3.91228 1.60529 3.11440 0.0 0.1 0.1
C 3.65613 2.96898 3.20490 0.0 0.0 0.0
C 3.73313 3.58563 4.44440 0.0 0.0 0.1
N 4.04856 2.94766 5.57151 0.0 0.0 -0.1
C 4.31143 1.64765 5.47213 0.0 0.0 0.1
C 4.25738 0.93495 4.27992 0.0 0.0 0.0
C 1.56355 0.57541 1.36745 0.3 -0.4 -0.6
P 0.60001 -0.78089 1.94915 -0.4 0.7 0.0
C 1.67578 -2.11607 2.50111 -0.2 -0.3 -0.1
C 2.02568 -2.29036 3.83460 0.1 0.0 0.0
C 2.91955 -3.29366 4.18832 0.0 0.0 0.0
C 3.45061 -4.13101 3.21956 0.0 0.0 0.0
C 3.08354 -3.97547 1.88816 0.0 0.0 0.0
C 2.19826 -2.97285 1.53385 0.0 0.0 0.0
C -0.31783 -0.23079 3.42198 0.2 -0.2 0.2
C 0.28082 0.63649 4.33561 0.0 0.0 0.0
C -0.41214 1.05719 5.45878 0.0 0.0 0.0
C -1.71266 0.61594 5.67621 0.0 0.0 0.0
C -2.31538 -0.24594 4.77176 0.0 0.0 0.0
C -1.61948 -0.66751 3.64468 -0.1 -0.1 0.0
P 0.54413 1.32135 0.14998 -0.2 -0.2 0.6
C 1.58249 2.19275 -1.04647 -0.2 0.0 -0.2
C 2.07287 1.51074 -2.15578 0.1 0.0 0.0
C 2.92850 2.13391 -3.04950 0.0 0.0 0.0
C 3.29547 3.45695 -2.84030 0.0 0.0 0.0
C 2.80452 4.14666 -1.74202 0.0 0.0 0.0
C 1.94438 3.52134 -0.84961 0.0 0.0 0.0
C -0.47933 2.63147 0.91233 0.1 0.1 -0.1
C -0.10125 3.21357 2.11745 0.0 0.0 0.0
C -0.90672 4.17276 2.71636 0.0 0.0 0.0
C -2.10063 4.54976 2.11861 0.0 0.0 0.0
C -2.48635 3.97398 0.91337 0.0 0.0 0.0
C -1.67767 3.01924 0.31798 0.0 0.0 0.0
H 3.39266 3.54567 2.32647 0.0 0.0 0.0
H 3.53433 4.64813 4.53869 0.0 0.0 0.0
H 4.57303 1.14215 6.39577 0.0 0.0 0.0
H 4.46479 -0.12791 4.27286 0.0 0.0 0.0
H 1.60696 -1.65025 4.60013 0.0 0.0 0.0
H 3.19482 -3.42200 5.22696 0.0 0.0 0.0
H 4.14601 -4.91071 3.50101 0.0 0.0 0.0
H 3.48864 -4.63436 1.13155 0.0 0.0 0.0
H 1.91640 -2.84452 0.49328 0.0 0.0 0.0
H 1.29122 0.98965 4.15239 0.0 0.0 0.0
H 0.05915 1.72963 6.16409 0.0 0.0 0.0
H -2.25209 0.94100 6.55636 0.0 0.0 0.0
H -3.32280 -0.60091 4.95025 0.0 0.0 0.0
H -2.09469 -1.35015 2.94553 0.0 0.0 0.0
H 1.80823 0.46966 -2.30094 0.0 0.0 0.0
H 3.31649 1.59270 -3.90276 0.0 0.0 0.0
H 3.96377 3.94985 -3.53376 0.0 0.0 0.0
H 3.09262 5.17634 -1.57606 0.0 0.0 0.0
H 1.55961 4.06819 0.00218 0.0 0.0 0.0
H 0.82347 2.89537 2.58672 0.0 0.0 0.0
H -0.60430 4.62308 3.65301 0.0 0.0 0.0
H -2.73291 5.28879 2.59304 0.0 0.0 0.0
H -3.41718 4.26950 0.44560 0.0 0.0 0.0
H -1.98140 2.57009 -0.62323 0.0 0.0 0.0
N -5.25303 2.55843 -3.24076 0.0 0.0 0.0
C -4.71314 1.90317 -4.42773 0.0 0.1 -0.1
C -4.21700 0.50943 -4.05247 0.1 -0.1 0.0
N -3.56096 0.56658 -2.71021 0.0 0.1 0.0
H -5.41550 3.54320 -3.40301 0.1 0.0 0.0
H -3.73392 1.51035 -2.33239 0.0 0.0 0.0
H -6.13868 2.15048 -2.96092 0.0 0.0 0.0
H -3.87164 2.49821 -4.78668 0.0 0.0 0.0
H -5.42320 1.80816 -5.25319 0.0 0.0 0.0
H -3.50180 0.14590 -4.78615 0.0 -0.1 0.0
H -5.03213 -0.20924 -3.98784 0.0 0.0 0.1
H -4.01673 -0.10526 -2.02410 0.1 -0.1 0.1
H -2.56221 0.38007 -2.72811 0.0 0.0 0.0
N 3.42466 -5.45965 -8.65168 0.0 0.0 0.0
C 2.87429 -5.09588 -7.71232 -0.1 0.0 0.1
C 2.18183 -4.63336 -6.53604 0.1 -0.1 -0.1
C 1.42670 -5.51990 -5.77712 0.0 0.0 0.0
C 0.75879 -5.07426 -4.64985 0.1 0.0 0.0
C 0.84304 -3.73868 -4.28539 -0.1 0.1 0.2
C 1.59746 -2.84815 -5.03747 0.0 0.0 -0.1
C 2.26790 -3.29718 -6.16035 0.0 0.0 0.0
N 0.14352 -3.27693 -3.12324 0.0 -0.1 -0.1
C -0.81217 -3.97091 -2.40208 0.0 0.0 0.0
C -1.21702 -3.14743 -1.40614 0.0 0.0 -0.1
N -0.52575 -1.95159 -1.50005 0.2 -0.1 0.1
C 0.27621 -2.07001 -2.53564 0.1 0.0 0.0
H 1.36468 -6.55941 -6.06664 0.0 0.0 0.0
H 0.19274 -5.78125 -4.06281 0.0 0.0 0.0
H 1.66936 -1.80402 -4.77082 0.0 0.0 0.0
H 2.85663 -2.60981 -6.75139 0.0 0.0 0.0
H -1.12186 -4.96680 -2.65372 0.0 0.0 0.0
H -1.96213 -3.31981 -0.64399 0.0 0.0 0.0
H 0.97425 -1.32139 -2.86190 0.0 0.0 0.0
C -4.91108 -0.16365 1.47298 0.0 0.1 0.1
S -3.95932 -1.06379 0.30587 0.2 -0.2 0.0
O -3.67741 -2.37131 0.83121 0.0 0.0 0.0
O -4.69849 -1.03909 -0.96099 -0.1 0.0 -0.1
O -2.71256 -0.24833 0.12537 -0.1 0.3 -0.1
H -5.91782 -0.57393 1.46910 0.0 0.0 0.0
H -4.91093 0.88555 1.18683 0.0 0.0 0.0
H -4.44723 -0.28215 2.44963 0.0 0.0 0.0

2.
101
Properties=species:S:1:pos:R:3:forces:R:3 method="wB97M-V/def2-TZVPD" s2=0.75 charge=+2 e_tot_ha=-9093.48150 e_above_lowest_kcal_mol=23.1 multiplicity=2
Y 1.73427 2.78601 0.36056 -0.6 -0.2 0.5
C 1.34233 6.73735 0.11414 0.4 -0.1 0.2
C 1.71855 6.07948 1.40673 0.5 -0.8 -1.4
C 2.07831 6.71864 2.54455 0.0 0.6 1.3
C 2.44733 5.72030 3.44642 -0.1 0.1 -1.0
N 2.34822 4.51915 2.84908 -0.2 1.1 -1.0
N 1.91155 4.75798 1.55238 -0.4 -1.0 -0.2
B 2.24361 3.07653 3.41611 0.7 -1.5 -0.4
N 0.79286 2.56558 3.12810 -0.2 0.8 -0.5
C -0.22042 3.08544 3.80825 0.3 -0.1 0.4
C -1.39648 2.69834 3.25889 -3.1 0.1 0.5
C -1.08012 1.94839 2.14928 2.0 -0.1 -1.4
C -2.04674 1.30613 1.18640 1.5 1.0 -0.3
N 0.29360 1.94915 2.01158 -0.5 -0.8 -0.2
N 3.27135 1.98396 2.75594 -0.4 0.8 1.5
C 4.10095 1.11882 3.46917 -2.2 2.5 1.1
C 4.79924 0.42172 2.58588 0.5 -0.7 -2.0
C 4.40626 0.88394 1.29752 1.2 -1.6 0.2
C 4.98973 0.31119 0.03121 -1.7 -0.7 0.5
N 3.46841 1.81822 1.39860 0.9 -0.5 1.2
N 2.47996 3.04210 4.87683 1.2 0.3 0.0
C 2.11925 2.17991 5.84092 0.6 0.4 1.7
C 2.95520 2.35201 6.94774 -1.7 0.3 -1.3
C 3.84867 3.37326 6.50146 0.4 -1.7 1.1
C 5.00534 3.89783 7.25784 0.2 0.7 -0.2
N 3.62799 3.69559 5.26462 -0.5 0.8 -0.7
H 0.83040 6.09063 -0.56748 0.1 -0.8 -0.6
H 2.19155 7.25043 -0.37787 -0.5 -0.4 0.3
H 0.56831 7.44344 0.31386 -0.3 1.0 0.3
H 1.98928 7.79363 2.62896 0.3 -0.2 0.5
H 2.83082 5.77630 4.41868 0.3 0.1 1.2
H 0.00787 3.73085 4.60378 0.0 0.5 1.1
H -2.45234 2.90988 3.59472 1.6 -0.2 -0.3
H -2.81054 2.02855 1.11888 -1.4 0.6 -0.1
H -2.42139 0.41706 1.60911 -0.6 -1.2 0.4
H -1.73423 1.13822 0.14344 0.5 0.0 0.6
H 4.17472 1.08104 4.58186 -0.5 0.3 -1.2
H 5.45042 -0.38116 2.85589 0.5 -0.1 -0.3
H 5.66089 -0.48430 0.32596 0.5 0.1 0.0
H 5.49856 1.08361 -0.51491 0.2 0.1 -0.6
H 4.17450 -0.23500 -0.51477 0.7 0.9 0.0
H 1.24852 1.59396 5.76463 -0.8 -0.7 -0.2
H 2.70283 1.95047 7.93082 0.7 0.1 -0.4
H 5.74540 4.26398 6.50667 -0.1 -0.6 0.9
H 5.34438 3.18836 8.04153 0.2 0.5 -0.8
H 4.65122 4.78874 7.76821 0.1 0.2 0.3
C 1.34768 -1.91903 -3.96650 0.2 -0.8 1.0
C 0.32749 -3.04670 -3.92911 1.1 2.1 0.0
As -0.91217 -3.01610 -2.44825 -1.4 0.2 1.0
C -2.09999 -4.50996 -2.83721 1.7 2.9 -1.3
C -2.19102 -4.82616 -4.16761 -1.7 -3.0 -0.7
C -2.92440 -6.01638 -4.49083 0.9 2.2 -2.0
C -3.47669 -6.73281 -3.47220 0.2 -0.8 -0.6
C -3.33334 -6.36017 -2.18836 -0.6 0.5 2.3
C -2.75729 -5.15725 -1.86674 -0.1 -0.7 2.7
C -0.13407 -3.29863 -0.69279 -1.1 2.0 -0.7
C -0.17967 -2.13205 0.06871 1.5 -1.0 1.0
C 0.54258 -2.18197 1.30657 -2.2 0.0 -0.6
C 1.06492 -3.34971 1.77943 1.8 -1.6 -0.4
C 1.14991 -4.47665 0.89280 0.4 0.6 1.6
C 0.48660 -4.46849 -0.27809 -0.2 1.6 -0.8
As -1.97931 -0.75438 -2.35696 -0.7 -0.5 -0.9
C -2.23013 -0.78497 -4.33513 0.5 0.5 0.6
C -1.49988 0.22816 -4.95445 0.1 -0.2 -1.5
C -1.48006 0.25512 -6.36987 0.5 1.1 0.1
C -1.97520 -0.80061 -7.09340 0.2 0.4 0.1
C -2.58851 -1.85094 -6.45379 -0.4 -0.4 -0.4
C -2.83902 -1.78766 -5.12498 -0.5 0.6 2.0
C -3.79366 -1.22708 -1.70394 1.9 0.2 0.0
C -4.88777 -0.75353 -2.34771 -1.2 -0.8 -1.1
C -6.15789 -1.20067 -1.95219 1.7 1.8 -0.1
C -6.33901 -1.93180 -0.84202 0.3 -1.8 1.6
C -5.20186 -2.31219 -0.08585 -0.5 1.2 -1.7
C -3.95042 -1.93199 -0.52044 -0.4 -0.3 0.6
H 1.29931 -1.00250 -4.56692 -0.3 -0.7 0.2
H 2.20895 -2.04974 -3.28996 -0.5 0.3 -0.5
H 0.80041 -4.00509 -3.79888 0.2 -0.5 -0.4
H -0.32853 -2.95663 -4.77631 -0.1 -0.4 -0.5
H -1.85445 -4.24264 -4.98991 0.6 0.3 -0.2
H -3.02995 -6.21645 -5.59383 -0.1 -0.2 1.5
H -4.02270 -7.62295 -3.51742 -0.6 -1.3 -1.2
H -3.73077 -7.01131 -1.41365 -0.1 0.3 0.0
H -2.75767 -4.76609 -0.83203 0.2 -0.5 -0.6
H -0.66579 -1.21323 -0.27868 0.4 -0.5 0.4
H 0.44837 -1.35753 1.96323 0.3 0.9 0.5
H 1.60686 -3.43171 2.75467 -0.7 0.3 -0.9
H 1.80682 -5.30956 1.06730 -0.1 -0.3 0.7
H 0.55281 -5.20462 -1.01005 0.2 -1.7 -0.7
H -0.90650 0.99667 -4.46123 -0.4 -0.2 0.4
H -1.07021 1.12615 -6.93806 -0.2 -0.8 0.8
H -1.95854 -0.75363 -8.15110 0.2 -0.1 -0.9
H -2.95529 -2.71997 -6.95761 -0.3 -0.1 -0.7
H -3.61438 -2.43352 -4.71046 0.6 -0.2 0.2
H -4.87604 -0.18664 -3.26961 0.4 0.2 0.1
H -6.91449 -0.67653 -2.42303 -2.0 0.2 -1.1
H -7.33046 -2.28493 -0.57461 0.1 0.2 0.2
H -5.28161 -2.80812 0.82637 -0.3 -0.9 1.3
H -3.13338 -2.16881 0.13313 0.6 -0.2 0.0
Se 0.26671 2.72100 -2.00316 -0.4 0.6 -0.6
C 1.01012 1.15947 -1.51009 -0.1 -0.2 -0.1
N 1.55217 0.30778 -0.93932 0.4 -0.3 0.3